(1)
15
Properties=species:S:1:pos:R:3 method="wB97M-V/def2-TZVPD" mol_weight_g_mol=96.13 orbital_gap_ev="8.840 / 8.841"
C 2.227 0.130 1.383
N 1.044 0.340 0.808
C 0.862 0.575 -0.575
C -0.460 0.542 -0.827
C -1.075 0.249 0.466
C -2.510 -0.177 0.556
N -0.206 0.153 1.427
H 1.991 -0.254 2.403
H 4.068 2.147 -2.471
H 1.916 -4.196 -1.799
H 1.708 0.688 -1.247
H -0.969 0.777 -1.758
H -2.981 0.040 -0.407
H -3.116 0.253 1.361
H -2.499 -1.266 0.679

=====

(2)
68
Properties=species:S:1:pos:R:3 method="wB97M-V/def2-TZVPD" s_squared=0.757 spin_multiplicity=2 mol_weight_g_mol=750.67 orbital_gap_ev="7.530 / 7.337"
Ru -0.174 0.219 0.223
C 1.804 0.965 2.366
C 0.873 -0.200 2.163
N 1.195 -1.112 1.261
N 0.733 -2.388 1.400
C -0.094 -2.804 0.530
S -0.824 -1.713 -0.640
S -0.526 -4.517 0.449
C -2.101 -4.510 1.387
C -3.283 -3.949 0.654
C -3.723 -2.658 0.916
C -4.808 -2.129 0.230
C -5.462 -2.887 -0.729
C -5.029 -4.180 -0.996
C -3.949 -4.707 -0.306
C -0.206 -0.431 3.164
C 0.028 -0.841 4.468
C -1.037 -1.015 5.340
C -2.330 -0.757 4.904
C -2.575 -0.335 3.607
C -1.508 -0.177 2.725
O -1.718 0.226 1.459
H 2.694 0.856 1.751
H 1.331 1.923 2.137
H 2.087 0.989 3.421
H -2.248 -5.567 1.612
H -1.924 -3.986 2.326
H -3.210 -2.057 1.655
H -5.143 -1.123 0.451
H -6.310 -2.477 -1.263
H -5.538 -4.780 -1.739
H -3.611 -5.715 -0.519
H 1.042 -1.035 4.796
H -0.860 -1.344 6.355
H -3.162 -0.883 5.586
H -3.581 -0.126 3.263
I 5.570 -4.145 -2.499
C 4.568 -2.388 -1.983
C 3.202 -2.293 -2.197
C 2.541 -1.128 -1.840
C 3.234 -0.063 -1.282
C 4.608 -0.167 -1.095
C 5.280 -1.330 -1.436
C 2.569 1.220 -0.877
O 3.217 2.231 -0.716
O 1.262 1.204 -0.699
H 2.654 -3.118 -2.633
H 1.476 -1.054 -2.005
H 5.141 0.677 -0.679
H 6.346 -1.411 -1.278
C -3.918 3.844 -0.304
C -3.247 2.854 -1.249
C -4.266 1.804 -1.707
C -2.658 3.588 -2.449
N -2.149 2.264 -0.458
N -1.393 1.262 -1.144
H -4.750 4.341 -0.804
H -3.203 4.597 0.026
H -4.312 3.333 0.578
H -5.100 2.286 -2.219
H -4.663 1.252 -0.853
H -3.842 1.085 -2.413
H -3.438 4.151 -2.963
H -2.226 2.898 -3.177
H -1.883 4.284 -2.124
H -2.515 1.806 0.373
H -0.730 1.730 -1.758
H -1.989 0.647 -1.699

=====

(3)
74
Properties=species:S:1:pos:R:3 method="wB97M-V/def2-TZVPD" mol_weight_g_mol=568.07 orbital_gap_ev=9.422
C -3.704 -5.645 -0.055
H -2.668 -5.742 0.257
H -3.739 -5.570 -1.140
H -4.253 -6.529 0.256
C -4.328 -4.401 0.577
C -4.244 -4.461 2.102
H -3.207 -4.553 2.413
H -4.801 -5.319 2.467
H -4.664 -3.556 2.536
C -5.782 -4.246 0.128
H -5.832 -4.174 -0.956
H -6.210 -3.342 0.553
H -6.365 -5.103 0.454
O -3.682 -3.206 0.083
C -2.364 -3.012 0.288
O -1.620 -3.749 0.897
N -1.964 -1.858 -0.292
C -0.600 -1.408 -0.146
C -0.579 -0.021 0.495
H 0.451 0.333 0.548
H -0.952 -0.106 1.517
C -1.459 0.987 -0.288
C -0.645 2.127 -0.804
C 0.572 2.102 -1.471
C 0.927 3.459 -1.618
N 0.028 4.242 -1.074
N -0.926 3.441 -0.585
C -2.020 4.028 0.070
C -3.317 3.576 -0.142
C -4.361 4.191 0.529
C -4.137 5.257 1.385
C -2.843 5.720 1.558
C -1.785 5.112 0.910
H -0.775 5.468 1.031
H -2.661 6.560 2.210
H -4.964 5.723 1.896
Cl -5.971 3.617 0.275
H -3.522 2.781 -0.839
H 1.784 3.873 -2.112
C 1.274 0.925 -2.027
O 0.708 0.131 -2.762
N 2.587 0.798 -1.719
C 3.294 1.528 -0.696
H 4.175 2.008 -1.139
C 3.754 0.556 0.405
N 4.554 -0.491 -0.176
C 5.892 -0.698 -0.066
O 6.443 -1.599 -0.681
C 6.712 0.140 0.829
C 8.005 -0.142 1.197
C 8.433 0.927 2.011
C 7.381 1.788 2.077
O 6.338 1.327 1.371
H 7.253 2.730 2.574
H 9.389 1.040 2.478
H 8.556 -1.012 0.909
C 3.813 -1.247 -1.167
C 3.350 -0.302 -2.277
H 4.223 0.102 -2.800
H 2.709 -0.826 -2.988
H 2.948 -1.715 -0.686
H 4.471 -2.017 -1.568
H 2.871 0.093 0.865
H 4.304 1.097 1.170
H 2.651 2.296 -0.267
H -2.214 1.385 0.398
C -2.177 0.278 -1.448
C -2.898 -0.966 -0.949
H -3.374 -1.488 -1.786
H -3.689 -0.685 -0.242
H -1.449 0.015 -2.215
H -2.907 0.949 -1.905
H -0.108 -1.387 -1.123
H -0.091 -2.135 0.490

=====

(4)
106
Properties=species:S:1:pos:R:3 method="wB97M-V/def2-TZVPD" mol_weight_g_mol=987.66 orbital_gap_ev=5.971
Ga 0.205 -0.674 0.346
C 3.938 0.771 -0.927
N 3.885 0.433 0.482
C 4.403 1.205 1.498
C 4.051 0.601 2.652
N 3.324 -0.529 2.352
B 2.787 -1.413 3.544
N 2.178 -2.767 3.079
C 2.845 -3.966 3.195
C 1.974 -4.965 2.937
N 0.767 -4.364 2.640
C -0.481 -5.081 2.470
C 0.913 -3.020 2.722
S -0.343 -1.875 2.444
C 3.215 -0.614 1.024
S 2.362 -1.771 0.063
H 4.848 1.337 -1.115
H 3.064 1.367 -1.195
H 3.945 -0.146 -1.512
H 4.957 2.105 1.305
H 4.251 0.881 3.670
H 3.746 -1.679 4.231
H 1.952 -0.786 4.142
H 3.884 -3.997 3.466
H 2.092 -6.034 2.931
H -0.328 -5.924 1.798
H -1.212 -4.400 2.047
H -0.838 -5.441 3.435
C 0.468 1.200 0.186
Ge -0.585 2.375 1.240
C 0.432 3.080 2.770
C 0.542 4.436 3.077
C 1.283 4.864 4.173
C 1.920 3.939 4.988
C 1.822 2.585 4.695
C 1.095 2.166 3.590
C -2.255 1.628 2.011
C -2.229 0.864 3.177
C -3.381 0.273 3.681
C -4.593 0.438 3.026
C -4.645 1.210 1.872
C -3.488 1.801 1.379
C -1.238 3.919 0.189
C -0.809 4.073 -1.128
C -1.252 5.132 -1.912
C -2.137 6.061 -1.385
C -2.578 5.924 -0.075
C -2.132 4.861 0.700
H 1.511 1.428 0.432
H 0.050 5.173 2.452
H 1.361 5.923 4.391
H 2.489 4.273 5.847
H 2.310 1.850 5.326
H 1.050 1.105 3.357
H -1.296 0.721 3.708
H -3.329 -0.320 4.587
H -5.493 -0.021 3.417
H -5.589 1.360 1.361
H -3.551 2.412 0.485
H -0.115 3.340 -1.530
H -0.902 5.235 -2.933
H -2.484 6.889 -1.991
H -3.271 6.646 0.341
H -2.495 4.761 1.719
N 2.101 4.119 -8.809
C 1.814 3.361 -7.995
C 1.457 2.410 -6.977
C 2.265 2.255 -5.854
C 1.929 1.331 -4.883
C 0.774 0.572 -5.023
C -0.042 0.731 -6.136
C 0.304 1.642 -7.116
N 0.420 -0.357 -4.017
C -0.218 -1.572 -4.191
C -0.356 -2.097 -2.945
N 0.168 -1.230 -2.016
C 0.623 -0.204 -2.684
H 3.161 2.852 -5.751
H 2.567 1.188 -4.020
H -0.955 0.158 -6.223
H -0.326 1.773 -7.985
H -0.465 -1.955 -5.165
H -0.787 -3.041 -2.665
H 1.003 0.695 -2.213
C -4.485 -0.825 -1.210
C -3.561 0.127 -1.609
C -2.293 0.090 -1.060
N -1.922 -0.841 -0.174
C -2.816 -1.746 0.222
C -4.109 -1.770 -0.272
H -5.489 -0.822 -1.615
H -3.815 0.904 -2.316
H -1.529 0.826 -1.295
H -2.470 -2.452 0.965
H -4.805 -2.514 0.091
Cl 2.570 -7.069 -0.627
C 1.033 -6.285 -0.778
C -0.077 -6.989 -1.209
C -1.280 -6.304 -1.292
C -1.310 -4.965 -0.939
N -0.238 -4.290 -0.526
C 0.918 -4.940 -0.453
H 0.003 -8.036 -1.468
H -2.180 -6.804 -1.622
H -2.240 -4.407 -0.981
H 1.782 -4.383 -0.107

=====

(5)
24
Properties=species:S:1:pos:R:3 method="wB97M-V/def2-TZVPD" mol_weight_g_mol=185.18 orbital_gap_ev=9.307
C -1.893 0.010 -1.671
C -1.590 -2.419 -1.092
C -0.574 -3.045 -0.134
C 1.164 1.404 0.518
C -0.368 -0.798 0.097
C 2.349 1.457 1.669
C 0.855 2.872 0.052
N -0.055 1.079 1.377
N -0.742 0.151 1.064
N -1.276 -0.981 -0.968
O -2.743 -0.200 -2.474
O -0.032 -1.971 0.595
O 1.290 0.479 -0.346
H -1.676 1.077 -1.239
H -1.552 -2.759 -2.131
H -2.605 -2.687 -0.784
H -1.093 -3.682 0.585
H 0.166 -3.777 -0.559
H 2.942 2.289 1.572
H 2.927 0.584 1.696
H 2.014 1.492 2.664
H 1.517 2.858 -0.754
H 1.063 3.595 0.736
H -0.089 2.972 -0.473

=====

(6)
16
Properties=species:S:1:pos:R:3 method="wB97M-V/def2-TZVPD" total_charge=+1 mol_weight_g_mol=92.12 orbital_gap_ev=10.687
C 0.264 1.010 0.018
C 1.439 0.719 -1.049
C 1.452 -0.695 -1.558
O 0.370 -1.327 -1.828
N -0.117 -0.152 0.854
H -0.709 1.247 -0.482
H 0.569 1.800 0.740
H 2.428 1.069 -0.675
H 1.105 1.355 -1.893
H 2.511 -1.040 -1.667
H 0.174 -1.022 0.174
H -1.130 -0.324 1.055
H 0.511 -0.231 1.653
H -2.927 -1.395 2.237
H -3.241 -0.119 1.062
O -2.697 -0.896 1.358

=====

(7)
102
Properties=species:S:1:pos:R:3 method="wB97M-V/def2-TZVPD" mol_weight_g_mol=612.51 orbital_gap_ev=7.718
O -22.548 23.007 17.318
H -22.233 23.338 16.477
H -23.343 22.519 17.101
O -25.017 19.884 13.290
H -24.541 19.165 13.706
H -25.818 19.480 12.957
O -20.549 21.149 18.592
H -21.323 21.712 18.582
H -20.526 20.757 17.719
O -26.814 15.434 13.558
H -26.506 16.214 13.096
H -26.573 15.586 14.472
O -22.206 22.647 14.244
H -22.250 21.786 13.828
H -21.367 23.009 13.958
O -22.589 18.154 21.081
H -22.965 17.535 20.456
H -22.887 17.843 21.936
O -24.681 18.375 16.517
H -24.535 18.139 15.601
H -25.333 17.747 16.826
O -21.956 20.466 12.949
H -22.712 20.594 12.376
H -21.256 20.180 12.361
O -25.543 22.825 12.826
H -25.529 21.872 12.914
H -24.797 23.025 12.261
O -30.025 19.729 16.632
H -29.704 19.046 16.043
H -30.967 19.763 16.469
O -29.275 18.080 19.058
H -29.183 17.594 18.239
H -29.557 17.424 19.696
O -21.406 16.317 11.986
H -22.076 16.994 11.893
H -20.801 16.667 12.641
O -23.428 17.962 11.104
H -23.860 18.493 10.435
H -24.140 17.476 11.521
O -26.603 19.561 20.254
H -26.577 18.618 20.090
H -25.727 19.869 20.023
O -21.654 13.678 16.849
H -22.098 14.438 17.227
H -22.322 13.252 16.313
O -21.746 18.676 15.209
H -20.885 18.920 15.548
H -21.808 19.125 14.366
O -24.227 17.275 14.172
H -23.277 17.352 14.255
H -24.415 16.365 14.402
O -27.096 20.703 17.552
H -27.008 21.139 16.704
H -26.266 20.241 17.671
O -24.462 15.061 15.569
H -24.978 14.536 16.181
H -24.111 14.427 14.944
O -27.398 21.636 14.772
H -27.397 20.805 14.296
H -27.806 22.257 14.170
O -22.457 16.146 17.473
H -23.366 16.189 17.177
H -22.478 16.500 18.362
O -23.922 21.098 16.265
H -24.034 20.165 16.082
H -23.883 21.509 15.401
O -26.493 17.579 11.943
H -26.782 17.661 11.034
H -27.162 18.038 12.450
O -19.848 16.124 15.966
H -20.669 16.284 16.431
H -19.616 15.223 16.192
O -25.953 16.857 18.522
H -26.541 16.945 19.272
H -25.160 16.462 18.884
O -27.924 13.349 14.615
H -27.205 12.725 14.519
H -27.556 14.185 14.330
O -23.957 20.179 18.902
H -23.830 20.194 17.953
H -23.074 20.086 19.261
O -23.987 16.006 19.945
H -24.440 15.999 20.789
H -23.888 15.081 19.720
O -27.161 15.931 16.172
H -26.693 16.145 16.980
H -27.637 15.126 16.376
O -23.670 13.298 19.249
H -24.349 13.432 18.588
H -23.512 12.354 19.244
O -27.585 16.210 20.589
H -28.442 15.834 20.387
H -27.672 16.539 21.484
O -29.452 17.319 15.585
H -29.820 17.275 14.703
H -28.681 16.752 15.552
O -25.828 13.459 17.431
H -26.483 13.259 18.100
H -25.705 12.633 16.962
O -28.642 19.389 13.617
H -29.170 18.591 13.583
H -29.187 20.056 13.200